<w>
14
Properties=species:S:1:pos:R:3:mulliken_charge:R:1 method="wB97M-V/def2-TZVPD" e_lumo_ev=0.60 gap_ha=0.3461 smiles="NN1C=CS(=O)(=O)C1"
C -0.462 -1.205 0.005 -0.15
C 0.826 -1.430 -0.019 -0.59
C 0.209 1.182 0.534 -0.57
N -0.790 0.145 0.357 0.05
N -1.873 0.702 -0.529 -0.58
O 2.765 0.149 0.929 -0.60
O 2.048 0.439 -1.483 -0.60
S 1.722 0.158 -0.068 0.96
H -1.195 -1.995 -0.020 0.39
H 1.285 -2.329 -0.307 0.43
H -0.205 1.868 -0.129 0.50
H 0.408 1.365 1.655 0.27
H -2.539 1.084 0.060 0.22
H -2.201 -0.132 -0.985 0.26

***

<x>
14
Properties=species:S:1:pos:R:3:mulliken_charge:R:1 method="wB97M-V/def2-TZVPD" e_lumo_ev=-0.20 gap_ha=0.3325 smiles="CC(=O)SNC(N)=O"
C -0.686 -0.666 -3.011 -0.89
C -0.233 -0.601 -1.587 0.60
C 0.483 0.187 1.813 0.45
H -0.588 -1.720 -3.511 0.30
H -0.222 0.151 -3.577 0.33
H -1.944 -0.611 -2.773 0.27
H -0.750 1.776 1.487 0.36
H 0.747 -1.382 0.501 0.33
H 1.399 -1.485 2.303 0.24
N -0.508 0.777 0.908 -0.36
N 0.987 -1.114 1.437 -0.35
O -0.429 -1.435 -0.691 -0.60
O 0.598 0.712 2.947 -0.62
S -0.045 1.119 -0.761 -0.05

***

How do the energies compare? Relative to the most stable structure, in kcal/mol: <w> 38.7; <x> 0.0.

***

<w>
10
Properties=species:S:1:pos:R:3:mulliken_charge:R:1 method="wB97M-V/def2-TZVPD" e_lumo_ev=0.79 gap_ha=0.3217
C 0.576 0.723 -0.123 0.07
C 1.877 0.877 -0.119 -0.61
N -0.256 -2.611 0.047 -0.52
N -0.928 -1.707 0.211 0.41
C -1.524 -0.557 0.336 -0.18
C -0.740 0.613 -0.107 -0.28
H 2.405 1.454 0.665 0.23
H 2.505 0.341 -0.835 0.24
H -2.605 -0.581 0.440 0.32
H -1.310 1.449 -0.515 0.32

***

<x>
10
Properties=species:S:1:pos:R:3:mulliken_charge:R:1 method="wB97M-V/def2-TZVPD" e_lumo_ev=-0.11 gap_ha=0.3939
N -1.165 -0.937 -0.273 -0.61
C -0.281 -0.964 0.644 -0.27
C 1.066 -0.532 0.393 -0.51
C 2.209 -0.198 0.213 0.44
C -0.672 2.728 -0.527 -0.21
N -0.846 1.683 -1.030 -0.15
H -0.976 0.683 -1.192 0.38
H -2.067 -1.260 0.074 0.21
H -0.490 -1.298 1.664 0.35
H 3.221 0.096 0.034 0.39

***

<y>
10
Properties=species:S:1:pos:R:3:mulliken_charge:R:1 method="wB97M-V/def2-TZVPD" e_lumo_ev=-0.16 gap_ha=0.3185
C -1.376 -0.268 -0.025 -0.55
C -0.536 0.773 0.036 0.53
N 0.769 1.009 0.060 -0.52
C 1.420 -0.144 0.004 0.00
N 0.843 -1.359 -0.064 -0.49
C -0.484 -1.400 -0.077 0.03
H -1.126 1.930 0.504 0.10
H -1.118 1.972 -0.321 0.10
H 2.505 -0.104 0.015 0.39
H -0.899 -2.409 -0.132 0.41

***

How do the energies compare? Relative to the most stable structure, in kcal/mol: <w> 0.0; <x> 2.3; <y> 43.8.